1.
Computed, not measured: a structure of composition C42H46N5O2PSTa, with ωB97M-V/def2-TZVPD.

Geometry as ORCA input:
```
! RIJCOSX wB97M-V def2-TZVPD def2/J DEFGRID3
* xyz 3 1
Ta 0.00046 0.44780 0.71424
S -1.21349 -0.05392 -1.15286
P 0.98606 -1.95759 0.41930
O -1.28680 0.74497 -7.92867
O -1.61868 2.79957 -7.17499
N -1.84253 1.82263 1.38350
N 2.77933 2.76023 1.02495
N 1.70998 0.95348 2.11888
N 0.66482 2.53733 0.02466
N -3.09472 1.42111 0.80039
C 3.59233 -2.09593 1.44418
C -4.45976 2.00420 2.75621
C 1.96603 4.53453 -0.30400
C 2.80173 0.02401 4.07459
C 2.45031 -0.16185 -1.66263
C 3.89658 0.87261 3.88856
C 1.68588 -3.57929 -1.67295
C 1.52077 -4.61646 -2.57322
C 0.51796 -4.44979 3.60937
C 2.75145 1.80490 2.00013
C 0.94220 -3.93584 2.39586
C -5.44173 1.67352 0.47871
C -0.77672 -4.81132 -1.88987
C -1.83199 -3.42080 -0.11719
C -0.16322 4.35050 -1.35180
C 3.86084 1.76410 2.85490
C -0.64284 -3.77778 -0.96880
C 1.00033 5.08764 -1.09564
C -0.46866 -1.98110 2.72000
C 0.61983 -3.16339 -0.86465
C 3.28767 -0.73367 -0.54346
C -4.25917 2.23152 1.26187
C 0.46669 -2.69473 1.96895
C -0.28144 3.11611 -0.79327
C -4.06730 3.71714 0.94976
C -1.33540 1.15701 -5.52031
C -2.03553 1.50205 -3.24430
C 5.46574 -0.93985 0.48925
C 1.76932 3.26078 0.25063
C -1.42983 1.64341 -6.94922
C -0.38154 -3.72424 4.38609
C -0.49784 0.12492 -5.11678
C -0.41506 -0.22985 -3.77629
C -0.87315 -2.50307 3.94571
C -1.18535 0.46972 -2.85784
C 4.64263 -0.41864 -0.49633
C -2.08818 1.85326 -4.58003
C 0.28375 -5.23412 -2.67745
C 2.76384 -1.59471 0.43724
C 4.94044 -1.78310 1.45994
C -1.09846 -0.70067 2.18980
C 1.77201 0.08890 3.19052
H -1.65989 2.81217 1.19694
H -1.73688 -5.30406 -1.98129
H 0.87518 -5.41345 3.94590
H 4.67835 2.45417 2.69015
H 2.95858 -0.28627 -2.62001
H 0.22656 -1.04216 -3.46233
H -1.36924 -0.05676 3.03279
H -3.28749 4.17872 1.56309
H -1.87738 -2.35956 0.11676
H 1.13233 6.07779 -1.51223
H -6.36230 2.16001 0.79772
H 5.58342 -2.20767 2.21968
H -1.20699 -0.16288 -7.61147
H -5.38750 2.47454 3.07831
H -1.59853 -1.96852 4.54781
H 0.93451 -0.56438 3.32120
H -5.54538 0.60150 0.64733
H -2.75458 -3.69017 -0.62822
H 3.18913 -2.74611 2.20863
H -0.71471 -4.12150 5.33597
H 0.11727 -0.40465 -5.83440
H -3.82401 3.86529 -0.10748
H 4.75048 0.83625 4.55264
H -4.53310 0.93718 2.97402
H 6.52069 -0.69830 0.49383
H -3.01122 1.48631 -0.20690
H -4.98709 4.26575 1.14825
H 1.62711 -4.50130 1.77397
H -1.15029 2.51456 -0.99622
H 0.14240 -6.05100 -3.37295
H 5.06141 0.22918 -1.25818
H 2.76213 -0.68218 4.89148
H -2.00663 1.72909 2.38345
H 2.35319 -4.94467 -3.18071
H -2.65402 2.02495 -2.52423
H 2.65632 -3.10854 -1.58476
H -1.80965 -3.97438 0.82466
H 1.48110 -0.65149 -1.76099
H -2.03588 -0.95467 1.67393
H 2.29406 0.91667 -1.54258
H -3.66177 2.44357 3.36335
H -2.71719 2.66789 -4.91445
H 3.60284 3.34372 1.04790
H -0.95161 4.73938 -1.98033
H -5.32907 1.85262 -0.59440
H 2.87571 5.07714 -0.08128
*
```

Summary:
* LUMO level: -9.84 eV
* gap between HOMO and LUMO: 6.45 eV

Atom charges from the Mulliken analysis, given in e for atoms 1 to 4: 2.22 0.05 0.90 -0.43

2.
Computed, not measured: a structure of composition C42H47AsFeN2O3SSbSe, with ωB97M-V/def2-TZVPD.

Geometry as ORCA input:
```
! RIJCOSX wB97M-V def2-TZVPD def2/J DEFGRID3
* xyz 2 6
Sb 2.90770 1.11159 -2.16334
Se -0.60076 -1.58193 1.66495
As 1.10878 1.82203 3.25606
Fe -0.16209 0.42399 0.36205
S 2.11399 0.08789 -0.26507
O 0.14591 1.77247 1.87886
O -3.32691 -1.13814 -5.73126
O -4.12937 5.93874 -1.96695
N -0.96900 -0.51875 -1.46347
N -1.51941 1.88571 -0.51916
C 1.84470 5.20825 -3.16919
C 2.67584 -0.25717 -4.92641
C 2.37909 5.19531 -0.82390
C -2.24063 -1.91343 2.50396
C -2.59407 4.01900 -0.59007
C -0.01908 0.36607 -5.22330
C 1.76998 0.10202 3.77445
C -5.99668 -3.04890 4.25785
C -3.06918 2.39486 -2.26404
C -4.28515 4.60246 -2.37529
C -1.28201 -4.21416 3.11108
C 2.61911 2.95420 2.93904
C -2.18473 1.53222 -1.63499
C 0.64895 0.72354 -4.06292
C -4.68414 -2.65770 3.65598
C -4.51663 -1.39474 3.09059
C 0.65791 -0.30337 -6.23249
C 6.94058 0.73011 -0.70315
C 4.97667 0.83727 -2.08492
C 2.00016 -0.61881 -6.08279
C 5.56433 0.84350 -0.82206
C 1.99558 5.88208 -1.96797
C 5.76728 0.72229 -3.22407
C -2.71506 -2.17845 -4.99958
C 2.07959 3.84152 -3.23377
C 1.99998 0.41318 -3.91288
C 7.14320 0.60416 -3.09591
C -3.28978 3.66339 -1.73650
C 7.72705 0.60758 -1.83865
C -0.60715 -1.72531 -1.90351
C -1.89138 0.16588 -2.15309
C -1.14049 -2.29525 -3.04037
C 2.61222 3.83121 -0.88206
C 2.46399 3.15562 -2.08679
C -2.49112 -0.34839 -3.29321
C -3.60427 -3.53501 3.65232
C -3.32219 -0.99424 2.52369
C -2.10731 -1.59771 -3.75576
C 0.08206 2.54840 4.69749
C -3.23805 0.39149 1.95533
C -1.72908 3.10668 -0.01809
C -2.38521 -3.19927 3.09137
H -4.24901 4.49449 -3.46411
H -0.37472 -3.82424 3.57429
H -3.74726 -1.50620 -6.51244
H 3.34352 2.41048 2.33473
H 1.55276 5.74727 -4.06043
H 2.90640 3.29195 0.00826
H -0.72606 1.85966 4.93928
H -1.06642 0.60768 -5.34688
H 0.13766 -0.57637 -7.14069
H -6.28884 -2.34309 5.03652
H 4.95199 0.90959 0.06948
H 2.47363 0.21756 4.59869
H 0.94088 -0.52918 4.08716
H 8.80044 0.51547 -1.74310
H -6.78256 -3.03703 3.50088
H -3.72259 -4.51440 4.09826
H 5.33452 0.74815 -4.21657
H 2.27926 3.83931 2.40409
H -5.28681 4.29608 -2.06062
H 2.27583 -0.35067 2.92164
H 7.39949 0.73162 0.27607
H 1.96409 3.32346 -4.17793
H -5.95609 -4.04444 4.69341
H 0.15325 -2.23654 -1.32593
H -3.44600 -2.94298 -4.70775
H 1.82171 6.94870 -1.92240
H -3.44553 6.36048 -2.49505
H -3.88223 1.06557 2.52072
H -1.93035 -2.67328 -5.58177
H -5.34693 -0.69791 3.10708
H -1.16937 3.33323 0.88005
H -0.33502 3.50531 4.38831
H 3.07286 3.24605 3.88529
H -2.23170 0.79414 1.99288
H 7.75819 0.51397 -3.98066
H -3.57974 0.41015 0.91697
H -2.73298 4.99553 -0.14846
H 0.11830 1.26192 -3.28265
H 2.50647 5.73031 0.10871
H -1.01412 -4.53437 2.10311
H -3.22982 0.20917 -3.84544
H 2.52674 -1.14498 -6.86723
H -0.79614 -3.26789 -3.36544
H -3.58767 2.08801 -3.16098
H -1.60050 -5.09018 3.67076
H 0.71651 2.69052 5.57136
H 3.71797 -0.53167 -4.81940
*
```

Summary:
* LUMO level (spin up / spin down): -4.84 / -6.72 eV
* gap between HOMO and LUMO (spin up / spin down): 7.91 / 6.32 eV
* expectation value of S²: 8.781

Atom charges from the Mulliken analysis, given in e for atoms 1 to 4: 1.64 0.24 0.19 1.44

3.
Computed, not measured: a structure of composition C42H47Cl2N6O2P2Pb, with ωB97M-V/def2-TZVPD.

Geometry as ORCA input:
```
! RIJCOSX wB97M-V def2-TZVPD def2/J DEFGRID3
* xyz -1 1
Pb 0.52814 0.46260 -0.41902
Cl -5.45191 -1.03499 3.12539
Cl -3.74440 -3.72175 3.41386
P -1.47487 0.40795 -3.68104
P 1.10869 -1.86912 -3.08860
O 2.25066 -1.91745 1.76670
O -2.45520 2.75410 2.15918
N 0.28534 3.01661 -0.05987
N 0.14045 -1.30669 1.13986
N -2.86680 -1.33008 -2.10942
N -0.92213 -3.30978 -1.97875
N 0.43899 0.06762 3.77258
N -1.23547 1.10830 1.06045
C -2.61104 1.46989 -5.92050
C 0.41534 -0.49915 6.10006
C -0.67526 -2.17726 -2.58608
C -3.21497 0.02115 2.05246
C -1.56135 2.35165 1.40419
C 2.60735 0.89730 0.40017
C 0.86243 -1.16470 3.50576
C -4.59971 -3.86586 -0.15812
C -2.85301 0.29100 -4.97061
C 1.07742 3.91854 -0.63316
C -0.68924 3.41168 0.75019
C 5.99418 1.63533 -0.18019
C 0.37362 -2.79502 -5.58353
C -0.11165 5.69839 0.40613
C -1.77746 -2.33000 2.19394
C -2.26672 1.60808 -2.52989
C 2.78621 -2.85263 -5.00224
C -4.28405 0.37896 -4.43468
C -3.10705 -2.48870 -1.44108
C -3.07302 -2.29044 2.68591
C -3.79710 -1.11657 2.58925
C 0.91333 5.27710 -0.43203
C -2.42543 -4.72732 -0.76326
C -1.17136 -1.20473 1.65000
C -1.71161 -1.16893 -2.70179
C -2.69118 -1.00513 -5.76164
C -1.89732 0.00553 1.59689
C 5.50990 1.56702 2.27921
C 1.92759 -2.74122 -1.69619
C -2.14065 -3.50512 -1.41493
C 1.24119 -4.57773 -4.07009
C 1.12589 -1.51077 2.05052
C 3.79394 0.91595 0.65105
C -4.34538 -2.68081 -0.78447
C 5.23707 0.89301 0.92785
C -0.92427 4.75728 1.01000
C 0.23248 0.38472 5.04885
C 1.08673 -2.12236 4.49001
C 0.84961 -1.78521 5.80954
C 5.70009 -0.56970 0.98359
C 1.36979 -3.11095 -4.47373
C -3.63417 -4.90198 -0.15653
H 1.90956 -2.15800 -0.77576
H -1.62303 1.41563 -6.38240
H -3.85247 -5.82657 0.36095
H -3.77509 0.94147 2.02164
H 1.87374 3.52521 -1.25667
H 5.54096 -1.05653 0.02007
H 5.12941 -1.12129 1.73146
H 5.18046 2.60728 2.26337
H -2.69015 2.42989 -5.40465
H 6.58038 1.54057 2.50418
H -4.52426 1.39210 -4.10625
H -2.65406 2.44528 -3.11487
H 1.43940 -3.10434 4.20491
H 4.96984 1.05373 3.07545
H 5.69022 2.68300 -0.21788
H -2.90804 -1.88212 -5.14633
H 0.46500 -1.75522 -5.90785
H 2.05549 -4.88370 -3.41106
H 3.54151 -2.98827 -4.22493
H 1.46295 -3.70238 -1.48482
H -0.11063 1.39746 5.23628
H -4.98644 0.11980 -5.23514
H -0.65395 -2.96405 -5.25983
H 6.76507 -0.61807 1.23185
H 5.78668 1.18591 -1.15227
H -1.73291 5.01139 1.67959
H -5.53835 -4.01493 0.36127
H 7.07153 1.59048 0.00494
H 2.88333 -1.83783 -5.39336
H -4.45066 -0.29422 -3.59804
H 3.01219 -3.55769 -5.80961
H 0.56182 -3.44011 -6.44869
H -0.26824 6.75450 0.58939
H 1.57611 5.98224 -0.91528
H 0.21508 -0.18713 7.11661
H 0.30167 -4.77748 -3.55439
H -1.21543 -3.25433 2.23527
H -1.68365 -1.10915 -6.16130
H -3.36383 1.46032 -6.71614
H -1.65641 -5.48922 -0.75025
H -1.53191 2.00273 -1.83181
H -3.08302 1.15385 -1.96889
H 1.28627 -5.20518 -4.96770
H 0.99788 -2.51153 6.59953
H 2.97684 -2.88876 -1.96442
H -5.06036 -1.86770 -0.79282
H -3.39027 -1.00871 -6.60432
*
```

Summary:
* LUMO level: 1.95 eV
* gap between HOMO and LUMO: 6.67 eV

Atom charges from the Mulliken analysis, given in e for atoms 1 to 4: 1.49 -0.26 -0.23 0.17

4.
Computed, not measured: a structure of composition C42H47CoF2N11O2P2 in a non-equilibrium geometry, with ωB97M-V/def2-TZVPD.

Geometry as ORCA input:
```
! RIJCOSX wB97M-V def2-TZVPD def2/J DEFGRID3
* xyz 0 2
Co -0.10400 -0.31925 0.03541
P 1.25819 2.18667 2.31925
P -0.31954 -0.13768 -4.02886
F 1.70810 -0.37512 4.98940
F -2.75054 2.42033 3.18491
O -0.57332 -0.03036 -2.57530
O 1.90579 -0.59171 -0.98198
N -0.80445 1.25697 -4.78192
N -0.68540 4.08377 -0.65986
N -0.25600 1.91373 -0.50062
N 1.34327 4.66556 -1.71319
N -1.13802 -1.36823 -4.82796
N -0.07565 -2.73507 -0.16689
N -1.47979 -3.12217 1.62943
N -2.16493 -0.29746 0.07627
N 1.24279 -0.41257 -4.47663
N 0.76368 2.47667 -1.11214
N 0.46712 3.74086 -1.17200
C -0.47028 1.48572 -6.17657
C 0.76535 1.74556 4.08885
C 1.75125 -0.08254 0.13903
C -0.64541 0.36011 5.08961
C -0.63762 -3.61554 0.66976
C -0.34901 -0.15668 1.98930
C 2.92429 0.36178 0.96892
C -1.69758 1.56006 3.15036
C 2.45405 6.65018 2.31088
C 3.93553 1.42244 2.87712
C 5.13019 0.76100 2.63384
C 0.40652 1.33471 7.16331
C 1.74670 -1.42451 -5.38539
C -0.80859 1.72347 4.34415
C 3.24436 5.72481 1.64402
C -0.41250 -5.00185 0.56223
C 0.66264 0.19094 4.29005
C 2.26476 0.42194 -3.84798
C -1.59192 0.64579 2.19207
C -0.95854 -2.68456 -4.19319
C 1.30412 2.29437 6.50540
C 0.52895 -0.46658 2.95210
C -3.97354 0.71051 1.25334
C 4.14187 -0.25854 0.70606
C -4.36428 -0.32510 -0.86277
C -3.01474 -0.63212 -0.89360
C -2.62516 0.37160 1.15203
C -4.84675 0.36119 0.23602
C 1.48590 2.47215 5.19442
C -1.11930 2.90081 -0.22772
C 5.24150 -0.07011 1.53134
C 1.88095 3.90634 2.49142
C 0.98550 -4.56513 -1.31898
C -0.43573 0.49094 6.56886
C 0.71178 -3.22565 -1.13554
C 2.95767 4.36616 1.72639
C 2.82304 1.24156 2.05774
C 1.08267 4.85464 3.14059
C 0.40653 -5.47268 -0.43334
C -2.54842 -1.11730 -5.12603
C 1.37091 6.20940 3.06131
C -1.27684 2.41090 -4.04048
H 1.89038 2.91554 7.17574
H -1.31265 -2.15101 1.85997
H -2.66716 -0.17503 -5.65531
H -2.57709 -1.16098 -1.72912
H 3.57063 3.65460 1.18431
H -0.55655 3.23818 -4.09493
H -1.01228 -0.18073 7.19462
H 0.93040 -1.88209 -5.93796
H -5.01447 -0.62382 -1.67415
H 1.63795 -4.89114 -2.11887
H -1.33803 1.87654 -6.71709
H -1.16549 2.53832 4.96880
H -2.91707 -1.92131 -5.76479
H 0.07432 -2.82301 -3.87745
H 0.34893 2.20771 -6.28288
H 1.36321 -1.12778 2.73068
H 1.80174 1.15676 -3.18864
H 4.19085 -0.92613 -0.14801
H -0.16662 0.55199 -6.64952
H 2.93690 -0.17214 -3.22734
H 1.15141 -2.47696 -1.78324
H -1.59081 -2.80455 -3.30583
H 1.74801 4.28077 -2.55322
H -0.88195 -5.67354 1.27249
H 0.46080 1.31493 8.24683
H 5.97269 0.89650 3.30331
H 2.84806 0.93846 -4.61906
H 2.18997 3.23526 4.88691
H -3.16983 -1.08743 -4.22077
H 3.86696 2.09177 3.72886
H -1.42331 2.13262 -2.99871
H -5.89643 0.61966 0.30584
H 2.29781 -2.20862 -4.85239
H 6.17724 -0.57464 1.32316
H 2.67762 7.70860 2.24379
H 0.82976 5.51838 -1.87321
H -2.06127 2.76946 0.28293
H -2.22969 2.77132 -4.44180
H 4.08792 6.05846 1.05071
H -4.33104 1.23819 2.12399
H 0.60354 -6.53501 -0.52051
H -1.20909 -3.47143 -4.90765
H 2.43385 -0.96564 -6.10352
H 0.21911 4.52670 3.71426
H -1.41400 -0.37356 4.85922
H -1.69539 -3.72955 2.39853
H 0.74468 6.92426 3.58184
*
```

Summary:
* LUMO level (spin up / spin down): 0.54 / 0.54 eV
* gap between HOMO and LUMO (spin up / spin down): 7.16 / 7.08 eV
* expectation value of S²: 0.786

Atom charges from the Mulliken analysis, given in e for atoms 1 to 4: 0.48 2.15 -0.96 -0.62

Listing energy relative to the best compared isomer or geometry (same formula, charge and spin) for the structures above in their given order: 0.4557 0.0000 0.3275 3.5657 eV.